No. 1
Below is 2 unconnected molecules or ions with the total composition C2H6N2O2 in a non-equilibrium geometry, with properties calculated with ωB97M-V with the def2-TZVPD basis set.

Values from the calculation:
Highest occupied orbital energy (alpha / beta) ... -0.317 / -0.353 Eh
Energy relative to the best compared isomer or geometry (same formula, charge and spin) ... 7.904 eV
Calculated total energy ... -339.54219 hartree

Each line ends with the Löwdin charge.
Geometry (Å):
1 C 1.143094 1.442136 -0.971924  -0.09
2 C -0.684236 -1.232850 1.503446  -0.28
3 N 0.017863 0.831590 -1.620695  0.05
4 N -0.583332 -0.076056 -1.134926  -0.13
5 O -1.571047 -0.732516 -1.045371  0.05
6 O 0.325275 -0.494455 1.083601  -0.15
7 H 1.057911 2.547304 -1.237419  0.11
8 H 2.162028 1.023464 -1.192393  0.10
9 H 1.237327 1.090249 0.059606  0.05
10 H -0.154868 -2.150473 1.806056  0.09
11 H -1.549476 -1.447948 0.569347  0.15
12 H -1.400539 -0.800444 2.180671  0.06

Atoms 1-2, force components in eV/Å:
1.8970 0.3711 0.5346
-0.6839 -1.5247 -1.7752



No. 2
Below is 2 unconnected molecules or ions with the total composition C9H13NO2 in a non-equilibrium geometry, with properties calculated with ωB97M-V with the def2-TZVPD basis set.

Values from the calculation:
Highest occupied orbital energy ... -0.315 Eh
Structure (SMILES) ... Cc1ccc(O)cc1.CC(N)=O
Energy relative to the best compared isomer or geometry (same formula, charge and spin) ... 2.562 eV
Calculated total energy ... -555.90959 hartree

Each line ends with the Löwdin charge.
Geometry (Å):
1 C -3.048550 1.826126 0.779868  -0.05
2 C -2.205518 0.580815 0.786945  -0.30
3 C -2.105733 -0.168391 -0.399978  -0.04
4 C -1.352756 -1.304354 -0.379803  -0.03
5 C -0.571620 -1.526121 0.759131  -0.34
6 O 0.368658 -2.489123 0.657711  0.01
7 C -0.747672 -0.877712 2.034632  0.02
8 C -1.552581 0.254625 1.942830  -0.07
9 H -2.941833 2.317494 -0.110862  0.04
10 H -2.853754 2.289968 1.720494  0.07
11 H -4.093114 1.408950 0.699803  0.11
12 H -2.792564 0.170207 -1.201959  0.13
13 H -1.384003 -1.966354 -1.162884  0.09
14 H -0.064711 -3.345560 0.448785  0.13
15 H -0.135920 -1.133854 2.883491  0.11
16 H -1.779752 0.751064 2.906062  0.12
17 C 2.726763 -0.589717 -0.819816  -0.04
18 C 3.663734 0.437665 -1.341608  -0.57
19 N 3.045618 1.445519 -2.173340  0.10
20 O 4.846088 0.580073 -1.089741  0.03
21 H 3.113372 -1.284669 -0.048392  0.09
22 H 2.015357 -1.022867 -1.581715  0.09
23 H 1.791203 -0.132942 -0.296706  0.10
24 H 3.887030 2.210329 -2.572800  0.21
25 H 2.172259 1.568831 -2.440149  -0.01

Atoms 1-2, force components in eV/Å:
-1.7520 -3.5263 1.2551
-0.0037 1.0385 -1.1191



No. 3
Below is 13 unconnected molecules or ions with the total composition C27H80BClNO15 in a non-equilibrium geometry, with properties calculated with ωB97M-V with the def2-TZVPD basis set.

Values from the calculation:
Highest occupied orbital energy ... -0.430 Eh
Energy relative to the best compared isomer or geometry (same formula, charge and spin) ... 0.000 eV
Net charge ... +1
Calculated total energy ... -2744.74245 hartree

Each line ends with the Löwdin charge.
Geometry (Å):
1 C -0.035814 1.631431 4.084226  -0.05
2 C -1.020738 1.804166 2.940079  -0.21
3 O -0.326275 1.838814 1.675091  0.10
4 B -1.173389 2.031636 0.644518  -0.66
5 O -2.433262 2.566951 0.844106  0.17
6 C -0.813276 1.607341 -0.833765  -0.12
7 C -1.889741 0.488191 -1.027144  -0.08
8 C -1.382214 -0.636657 -1.951971  -0.19
9 C -1.709045 -1.977294 -1.310527  -0.16
10 C -3.197181 -2.265039 -1.224154  -0.15
11 C -3.830872 -1.773352 0.091452  -0.19
12 C -4.393962 -2.872437 0.991556  -0.17
13 C -3.316352 -3.706243 1.694556  -0.21
14 O -2.543816 -4.435234 0.755354  -0.19
15 C -1.147151 -4.492149 0.965708  -0.11
16 N 0.120718 -0.358778 -1.926768  0.15
17 C 0.446404 0.785589 -1.022599  -0.24
18 C 1.729145 1.542097 -1.361106  -0.58
19 Cl 1.414329 3.095989 -2.203978  0.71
20 C 2.765341 0.729417 -2.145519  -0.26
21 C 4.134556 1.000403 -1.528908  -0.07
22 H -0.518108 1.999086 4.980634  0.08
23 H 0.827927 2.265230 3.938641  0.07
24 H 0.223117 0.597781 4.256835  0.07
25 H -1.715002 0.979752 3.009889  0.10
26 H -1.531799 2.734285 3.134549  0.13
27 H -3.082262 1.864078 0.990481  0.12
28 H -0.981545 2.342439 -1.605940  0.10
29 H -2.913181 0.796661 -1.146012  0.13
30 H -1.859198 0.005376 -0.051837  0.09
31 H -1.707315 -0.558466 -2.976984  0.16
32 H -1.268759 -2.732253 -1.964231  0.13
33 H -1.222092 -2.080894 -0.351408  0.11
34 H -3.712494 -1.850473 -2.084981  0.12
35 H -3.341507 -3.329471 -1.271653  0.11
36 H -4.642237 -1.096659 -0.153326  0.10
37 H -3.142110 -1.203111 0.706424  0.09
38 H -4.906642 -2.356423 1.795791  0.11
39 H -5.130244 -3.492342 0.498029  0.12
40 H -2.696617 -3.012354 2.257405  0.11
41 H -3.844227 -4.379377 2.362407  0.12
42 H -0.699035 -3.537216 1.223756  0.05
43 H -0.882888 -5.204769 1.740805  0.09
44 H -0.691912 -4.795062 0.032353  0.09
45 H 0.525239 -1.249308 -1.632162  0.17
46 H 0.436197 -0.261848 -2.892619  0.19
47 H 0.685611 0.290904 -0.087752  0.15
48 H 2.195252 1.805543 -0.428421  0.09
49 H 2.541786 -0.324903 -2.081607  0.09
50 H 2.847291 1.060293 -3.171495  0.10
51 H 4.198342 0.533884 -0.555297  0.06
52 H 4.263689 2.064784 -1.377993  0.07
53 H 4.939662 0.701599 -2.177264  0.06
54 C -8.015595 -1.907933 0.361202  -0.16
55 O -7.687467 -2.558940 1.578966  -0.14
56 H -7.976960 -2.645090 -0.438053  0.08
57 H -9.022905 -1.485282 0.403295  0.08
58 H -7.299736 -1.107683 0.141144  0.07
59 H -7.729155 -1.893321 2.281363  0.02
60 C -2.800478 3.180529 -4.207299  -0.17
61 O -2.281705 4.486870 -4.407874  -0.11
62 H -3.712609 3.086059 -4.789205  0.08
63 H -2.078921 2.428438 -4.546689  0.07
64 H -3.032893 3.021681 -3.147791  0.07
65 H -1.476408 4.561260 -3.887049  0.06
66 C 6.622415 3.400519 -2.741580  -0.15
67 O 7.055544 2.381114 -1.840719  -0.13
68 H 6.381527 2.941718 -3.695798  0.07
69 H 5.727237 3.890531 -2.350269  0.06
70 H 7.410666 4.142428 -2.890138  0.08
71 H 7.263296 2.803030 -1.002063  0.08
72 C 4.429402 -1.314407 -4.642691  -0.16
73 O 4.974839 -0.012998 -4.847488  -0.13
74 H 3.509276 -1.390662 -5.215732  0.08
75 H 5.128375 -2.079193 -4.984992  0.08
76 H 4.208147 -1.468062 -3.580856  0.06
77 H 5.791137 0.050260 -4.341363  0.07
78 C 4.077208 5.449996 -4.168444  -0.16
79 O 4.172006 4.208521 -4.860366  -0.13
80 H 4.947795 6.052572 -4.411989  0.08
81 H 3.177668 5.988879 -4.477221  0.08
82 H 4.050632 5.273596 -3.089088  0.06
83 H 3.394514 3.688381 -4.636862  0.05
84 C 3.518960 -5.061822 -6.196377  -0.15
85 O 3.029036 -4.395401 -5.031062  -0.14
86 H 3.650696 -4.316213 -6.975195  0.08
87 H 4.480324 -5.538516 -5.993685  0.08
88 H 2.805964 -5.813862 -6.540581  0.08
89 H 2.914285 -5.059324 -4.345174  0.07
90 C 2.019813 -3.816473 3.452746  -0.14
91 O 0.923890 -3.015174 3.011283  -0.13
92 H 2.699321 -3.951976 2.619078  0.04
93 H 2.551006 -3.323392 4.270681  0.09
94 H 1.671906 -4.796148 3.786619  0.09
95 H 0.343194 -2.909420 3.771541  0.08
96 C 1.732672 5.350092 2.590378  -0.14
97 O 1.621192 4.116336 1.879726  -0.14
98 H 2.704603 5.779428 2.365594  0.08
99 H 0.954485 6.049111 2.276225  0.08
100 H 1.658168 5.184678 3.668541  0.08
101 H 0.759827 3.738470 2.080803  0.03
102 C -3.045298 0.199540 5.344613  -0.15
103 O -1.991204 -0.483333 6.020713  -0.12
104 H -3.148777 -0.235351 4.351642  0.07
105 H -3.975357 0.058851 5.897393  0.08
106 H -2.802909 1.260306 5.251582  0.07
107 H -1.900095 -0.102009 6.898846  0.08
108 C 3.785751 0.731753 3.504877  -0.12
109 O 4.154921 0.705563 2.125578  -0.13
110 H 4.379628 -0.007567 4.034999  0.09
111 H 3.981090 1.719243 3.927858  0.09
112 H 2.723449 0.490319 3.608493  0.06
113 H 3.624624 1.372126 1.674812  0.07
114 C -8.135318 0.367390 4.540286  -0.12
115 O -8.197990 -0.803553 3.724026  -0.14
116 H -7.265236 0.941410 4.234781  0.08
117 H -9.029858 0.977486 4.406050  0.08
118 H -8.033014 0.095843 5.592344  0.08
119 H -8.969878 -1.311089 3.996241  0.09
120 C 3.490020 -2.420228 0.850218  -0.12
121 O 2.692881 -1.267108 0.602633  -0.14
122 H 3.441292 -3.057424 -0.028847  0.09
123 H 4.528535 -2.135760 1.027899  0.09
124 H 3.110286 -2.966928 1.706437  0.02
125 H 2.743920 -0.704295 1.383807  0.05

Atoms 1-2, force components in eV/Å:
-0.2997 0.2279 -0.1622
1.1787 0.1486 1.4393



No. 4
Below is a molecular structure, C5H8S5 in a non-equilibrium geometry, with properties calculated with ωB97M-V with the def2-TZVPD basis set.

Values from the calculation:
Highest occupied orbital energy (alpha / beta) ... -0.194 / -0.320 Eh
2S+1 ... 3
Calculated total energy ... -2186.03554 hartree

Each line ends with the Löwdin charge.
Geometry (Å):
1 C 0.985716 1.956365 0.966891  -0.78
2 C 1.285221 -0.455594 -0.433162  -1.28
3 C -0.863051 0.046024 0.456012  -1.30
4 C 2.324115 -1.281027 -1.107983  -0.25
5 C -2.604861 -0.483517 0.619066  -0.64
6 S 1.998417 1.224044 -0.326718  0.83
7 S -0.883997 1.758399 0.832527  0.77
8 S 0.464000 -0.875695 1.223215  0.76
9 S -0.328331 -0.295715 -1.344838  0.83
10 S -3.422743 -0.921652 -0.836708  0.71
11 H 1.150435 1.641245 1.992417  0.01
12 H 1.066673 3.105833 0.885492  0.07
13 H 3.251898 -1.524002 -0.426687  0.11
14 H 2.502542 -0.711719 -2.105625  0.09
15 H 2.031143 -2.390046 -1.427682  0.11
16 H -3.205825 0.367605 1.062138  0.06
17 H -2.428850 -1.451573 1.193163  0.07
18 H -3.322506 0.291025 -1.221514  -0.16

Atoms 1-2, force components in eV/Å:
-1.5746 2.3238 -0.2231
-0.3860 -0.0196 0.8894